(1)
39
Properties=species:S:1:pos:R:3 method="wB97M-V/def2-TZVPD" homo_lumo_gap_ev=8.704
C -3.94850 -1.87430 -1.49125
C -3.73202 -0.81472 -0.42306
H -3.69681 -1.28122 0.57068
O -2.49636 -0.18359 -0.70002
C -2.02290 0.76738 0.14537
C -2.70704 1.24916 1.25460
C -2.13812 2.22805 2.05236
C -0.89197 2.73895 1.74884
C -0.20294 2.25967 0.64550
C -0.74720 1.27675 -0.16239
C -0.00551 0.65715 -1.32882
C 0.61892 -0.63070 -0.81274
C 1.84299 -0.57151 -0.24342
N 2.58790 0.58742 -0.29410
C 2.31296 1.67782 -1.08116
O 3.04480 2.63876 -1.08136
C 1.07886 1.53877 -1.94217
H 0.69291 2.53430 -2.16482
H 1.41218 1.09318 -2.88562
H 3.45040 0.61184 0.23612
S 2.66841 -1.88057 0.61093
C 1.36010 -2.57010 1.68911
C 0.73179 -1.51346 2.57476
H 0.19459 -0.77304 1.98409
H 1.49078 -1.00369 3.16458
H 0.02425 -1.98609 3.25254
H 1.89553 -3.31328 2.27990
H 0.62411 -3.07098 1.06384
C -0.12629 -1.80784 -0.91284
N -0.72677 -2.78135 -1.03540
H -0.74302 0.40414 -2.09649
H 0.76755 2.67148 0.41780
H -0.45079 3.50719 2.36449
H -2.68082 2.59082 2.91226
H -3.68424 0.86714 1.50335
H -4.54525 -0.07540 -0.43974
H -3.10824 -2.56358 -1.49103
H -4.01639 -1.40863 -2.47071
H -4.86589 -2.41961 -1.29026

(2)
39
Properties=species:S:1:pos:R:3 method="wB97M-V/def2-TZVPD" homo_lumo_gap_ev=8.412
O -0.41298 1.59124 -3.04628
O 4.14330 0.03562 -2.03626
N 4.12833 -1.01018 1.12450
O -2.14780 1.32297 -1.40976
C -0.82641 1.18753 -1.94165
C 4.33514 -0.65950 -1.04140
C 5.41416 -1.19119 0.87908
C 1.34183 -0.42400 1.23754
C 1.45256 0.25333 -1.09789
C -0.05468 -0.18554 1.31834
C 0.10041 0.66665 -0.99654
C 2.13080 -0.19814 0.03944
C -0.68860 0.46855 0.14867
N 3.46487 -0.67510 0.07810
C 6.35385 -1.14839 2.03453
C 5.70497 -1.01540 -0.52128
C -6.66044 1.03323 -0.63714
C -2.09689 0.87710 -0.07856
C -5.28037 1.01813 0.02950
C -3.01500 -0.33545 0.10940
C -4.50239 -0.16153 -0.36808
H 1.78440 -0.81588 2.06381
H 1.79121 0.58045 -1.99248
H -0.66185 -0.49435 2.20648
H 7.41495 -1.03120 1.56893
H 6.32115 -2.14857 2.57928
H 6.14161 -0.44170 2.85493
H 6.11734 -1.84540 -1.18500
H 6.44576 -0.24397 -0.56784
H -7.27965 0.11932 -0.44411
H -6.49948 1.01444 -1.69698
H -7.12830 1.93326 -0.23823
H -2.31057 1.76623 0.63434
H -4.62940 1.86900 -0.28749
H -5.28599 1.14526 1.19377
H -3.08515 -0.37655 1.25324
H -2.51469 -1.18815 -0.35342
H -4.44537 -0.25438 -1.40618
H -5.06064 -1.03774 -0.00730

(3)
41
Properties=species:S:1:pos:R:3 method="wB97M-V/def2-TZVPD" homo_lumo_gap_ev=9.093
C -6.84984 1.22502 1.46856
H -6.85850 0.31401 2.07590
O -5.53749 1.64915 1.19032
C -4.72570 0.82880 0.47021
C -3.44534 1.32100 0.20383
C -2.54696 0.57095 -0.52051
C -2.89380 -0.69103 -0.99653
C -4.16096 -1.17760 -0.72419
C -5.07789 -0.42966 -0.00284
H -6.05794 -0.84026 0.18183
H -4.45026 -2.15432 -1.08557
C -1.88210 -1.50366 -1.76085
N -0.74319 -1.83721 -0.92757
C 0.45781 -1.23733 -1.07488
O 0.65124 -0.42373 -1.97483
C 1.49528 -1.60091 -0.07649
C 1.41846 -2.77667 0.67186
C 2.34772 -3.06938 1.64826
C 3.38132 -2.17776 1.90137
C 3.50378 -1.02592 1.15465
C 2.58718 -0.73273 0.14182
N 2.76011 0.38736 -0.63804
S 3.45722 1.81313 -0.14791
O 4.75990 1.57654 0.39585
O 3.32582 2.71449 -1.24689
C 2.36682 2.35395 1.19566
H 2.77471 3.27081 1.60014
H 2.34854 1.57869 1.95051
H 1.38459 2.52501 0.77646
H 2.08854 0.45846 -1.40652
H 4.32485 -0.34603 1.31183
H 4.10599 -2.39528 2.67132
H 2.27119 -3.98852 2.20844
H 0.63641 -3.49440 0.47012
H -0.92990 -2.38773 -0.10581
H -1.48658 -0.92824 -2.60264
H -2.33390 -2.42719 -2.13506
H -1.56340 0.96298 -0.73336
H -3.18802 2.30091 0.57335
H -7.30815 2.03611 2.03204
H -7.42081 1.05578 0.55001

(4)
42
Properties=species:S:1:pos:R:3 method="wB97M-V/def2-TZVPD" homo_lumo_gap_ev=7.739
C -4.49510 -2.32467 -0.61048
H -4.43893 -1.55593 -1.45454
H -5.36464 -2.30798 -0.25125
H -4.28094 -3.30077 -1.22051
C -3.44985 -2.21526 0.20376
C -2.12279 -2.06042 -0.19172
C -1.95011 -0.86782 -0.95049
H -0.84686 -0.68417 -1.58749
H -2.56727 -0.75365 -2.08625
C -2.12902 0.50662 -0.35163
N -2.07720 1.91323 -1.17912
C -1.03463 2.55364 -1.01466
O -0.47289 3.23732 -1.60031
N -0.38004 2.00957 0.31137
C -1.07579 0.77994 0.55503
O -0.86609 0.12505 1.79264
C 0.93188 2.13291 0.82094
C 1.86633 1.28700 0.30997
N 1.78760 0.50971 -0.69616
N 2.82302 -0.17894 -0.72563
C 3.69379 0.35521 -0.18747
C 5.00693 0.13521 0.16955
C 6.06151 0.76423 0.85930
C 7.27661 0.12267 0.83242
C 7.34317 -0.78833 -0.47306
S 5.88319 -1.23006 -0.92486
H 8.18722 -1.75252 -0.52812
H 8.24851 0.56924 1.15904
H 5.76242 1.43913 1.56541
O 3.22787 1.33962 0.69131
H 0.91349 2.37484 1.81252
H 1.08051 3.28643 0.29559
H -2.48482 1.85760 -2.04517
C -3.59105 0.37222 0.25425
C -3.78249 -0.81474 1.13906
H -3.01325 -0.49344 2.01177
H -4.73824 -0.75658 1.36305
H -3.72934 1.41418 1.14898
H -4.31867 0.55653 -0.51735
H -1.45847 -1.81831 0.66634
H -1.79331 -2.94422 -0.67755
H -3.63229 -2.79428 1.31155

(5)
42
Properties=species:S:1:pos:R:3 method="wB97M-V/def2-TZVPD" homo_lumo_gap_ev=9.410
C 3.36659 1.38898 -7.89100
C 2.60719 1.01191 -6.67598
C 2.91493 1.05035 -5.34613
C 1.74413 0.54638 -4.72023
N 0.83445 0.24199 -5.61761
O 1.36110 0.52667 -6.82156
C 1.53869 0.37619 -3.30905
N 2.39742 0.66193 -2.37606
N 1.81913 0.35472 -1.20488
C 0.63575 -0.10496 -1.47022
O 0.39224 -0.11677 -2.79435
C -0.38944 -0.52837 -0.49089
C -1.15907 0.70147 0.02686
C -2.01269 0.28867 1.21728
O -3.15015 -0.11425 1.05848
N -1.43237 0.36108 2.43587
C -0.09278 0.84842 2.67880
H 0.62023 0.44286 1.96301
H -0.05318 1.94075 2.63742
H 0.21645 0.53138 3.67302
C -2.22868 -0.03098 3.60202
C -1.61280 -1.22834 4.25490
C -1.64789 -2.51026 3.79784
C -0.93220 -3.41342 4.61458
C -0.35856 -2.80594 5.68255
S -0.67683 -1.11824 5.71302
H 0.23387 -3.23958 6.46331
H -0.85463 -4.46713 4.41531
H -2.17775 -2.79586 2.90665
C -2.43077 1.13813 4.56063
H -3.10558 0.83980 5.35852
H -2.86938 1.97904 4.02924
H -1.48986 1.45258 5.00625
H -3.19956 -0.32786 3.18505
H -0.46619 1.50078 0.28331
H -1.83505 1.05365 -0.75379
H 0.11310 -1.03453 0.33476
H -1.08557 -1.22035 -0.96497
H 3.80965 1.37479 -4.86239
H 2.82213 2.14685 -8.45176
H 4.34115 1.77578 -7.61077
H 3.49279 0.52168 -8.53705

(6)
44
Properties=species:S:1:pos:R:3 method="wB97M-V/def2-TZVPD" homo_lumo_gap_ev=10.028
C 0.19775 -0.19799 -6.01665
C 1.22221 -0.14336 -4.94819
N 1.11898 -0.50392 -3.71070
C 2.37289 -0.22369 -3.22133
C 2.75273 -0.48022 -1.79660
N 2.52364 -1.86787 -1.42824
C 3.44296 -2.83680 -2.01116
C 1.30726 -2.35960 -1.04929
O 1.05576 -3.55272 -1.10996
C 0.25473 -1.45681 -0.50839
C -1.02933 -1.84568 -0.37293
O -1.72913 -0.81455 0.16711
C -0.81636 0.16698 0.34463
C -1.27597 1.44496 0.96766
C -0.26128 2.56264 0.78026
N -1.57227 1.19677 2.37480
C -2.57199 1.87936 3.00330
O -3.31319 2.63871 2.41232
C -2.74326 1.63645 4.47328
C -1.56438 1.49211 5.38962
C -2.41227 0.28862 5.08351
C -3.28578 -0.21965 6.11147
N -3.97670 -0.62499 6.93397
N 0.37091 -0.15319 -0.03435
N 3.19482 0.27030 -4.09234
O 2.42768 0.33796 -5.25667
H -0.71899 -0.61067 -5.60680
H 0.00827 0.80089 -6.40828
H 0.54534 -0.82278 -6.83875
H 3.81044 -0.25188 -1.67166
H 2.17698 0.17168 -1.14749
H 3.45350 -3.73744 -1.40501
H 3.14385 -3.11258 -3.02605
H 4.43787 -2.39612 -2.03886
H -1.55646 -2.75296 -0.60050
H -2.22616 1.72958 0.51437
H -0.08868 2.75020 -0.27898
H -0.64498 3.47078 1.24254
H 0.69236 2.29711 1.23677
H -0.87158 0.71625 2.91495
H -3.61324 2.14595 4.86000
H -0.57060 1.52433 4.96453
H -1.64955 1.91855 6.37798
H -2.01875 -0.47474 4.42612

| no. | E (eV) |
| --- | --- |
| 1 | -34794.796 |
| 2 | -26003.933 |
| 3 | -38889.756 |
| 4 | -39807.594 |
| 5 | -39820.724 |
| 6 | -34013.570 |